DFT (wB97M-V/def2-TZVPD) results for a molecular structure, C20H23F3N4O2RhS2.

Each line ends with the Löwdin charge.
Positions of all 55 atoms, in Å:
C1 3.349 -0.879 1.976  -0.60
H1 0.247 -2.525 -4.055  0.10
C2 2.187 0.225 4.203  -0.01
H2 -4.332 1.101 2.272  0.08
H3 1.788 -3.372 -3.978  0.11
H4 -0.554 5.193 -4.075  0.11
N1 -3.030 -0.767 0.767  -0.12
N2 2.607 -0.685 -2.857  0.21
C3 -0.527 4.335 -3.417  -0.06
H5 -3.912 0.432 -0.695  0.11
O1 1.120 -1.953 -1.712  -0.15
F1 6.362 -0.146 3.114  0.16
F2 5.783 -1.752 4.440  0.16
H6 -2.656 4.265 -3.169  0.11
C4 -3.867 -3.101 0.816  -0.07
S1 3.727 -1.561 0.382  0.71
N3 2.073 -0.462 1.958  -0.13
C5 4.104 -0.778 3.134  -0.09
H7 -5.024 -0.419 0.373  0.12
C6 5.548 -1.205 3.238  -0.60
H8 -3.031 -3.493 0.237  0.06
H9 1.671 2.217 -1.959  0.10
C7 -1.781 -0.600 0.349  -0.64
C8 -4.097 0.151 0.338  -0.19
H10 -4.274 -1.515 2.229  0.12
C9 1.483 0.064 3.024  -0.08
O2 0.768 0.574 -0.508  -0.16
C10 -3.446 -1.882 1.622  -0.24
H11 -5.018 2.007 0.924  0.08
H12 -2.630 -2.126 2.301  0.08
N4 -1.572 0.453 -0.454  0.13
H13 -3.265 1.967 1.152  0.07
C11 -4.180 1.380 1.228  -0.06
C12 1.325 -2.386 -4.025  0.03
H14 -4.678 -2.855 0.129  0.08
H15 0.447 0.354 2.912  0.12
H16 1.661 -1.877 -4.925  0.09
C13 -1.709 3.814 -2.908  -0.06
Rh1 1.465 -1.137 0.148  0.75
C14 0.725 2.662 -2.235  -0.02
F3 5.891 -2.097 2.308  0.13
H17 1.713 0.674 5.063  0.12
S2 -0.626 -1.810 0.787  0.80
H18 3.055 -0.470 -3.730  0.13
H19 -4.217 -3.886 1.486  0.09
C15 3.502 -0.205 4.250  0.04
C16 1.687 -1.641 -2.780  -0.52
H20 4.075 -0.106 5.163  0.14
C17 0.690 3.759 -3.078  -0.07
H21 2.911 -0.208 -2.020  0.07
C18 -0.459 2.132 -1.725  -0.14
C19 -0.423 0.947 -0.822  -0.38
H22 1.611 4.170 -3.470  0.11
H23 -2.591 2.304 -1.662  0.10
C20 -1.677 2.716 -2.065  -0.02

Calculated values
Relative energy (zero: lowest compared OMol25 entry of this formula, charge and spin) in kcal per mole: 12.1
Total charge: +1
2S+1: 1